P) Formula: C45H68BN9Sn
Source: OMol25
Level of theory: ωB97M-V/def2-TZVPD

Summary:
Kohn-Sham gap, eV: 7.802
LUMO level, eV: 0.2

Last column: Mulliken charge in e.
Geometry (Å):
Sn (-0.501, 0.233, -0.779)  2.105
N (-1.740, -2.954, -0.910)  0.765
N (0.713, -3.252, -0.100)  0.971
N (-2.233, -1.744, -1.260)  -0.135
N (0.310, -0.803, 4.366)  -0.447
N (1.328, -2.068, 0.112)  0.313
N (0.397, -1.558, -2.710)  1.237
N (0.214, -2.885, -2.536)  -0.605
N (-1.891, -2.716, 2.902)  0.341
N (-1.493, -0.767, 1.444)  0.216
C (3.245, -2.547, 5.086)  -0.233
C (1.356, -4.238, 0.553)  -1.141
C (-1.948, 4.214, -3.582)  -1.858
C (5.043, -0.425, 5.170)  -0.779
C (-3.654, 2.001, 1.193)  -1.701
C (3.370, -1.246, 1.239)  2.752
C (-1.895, 2.319, 2.843)  -1.755
C (-0.830, 2.695, -1.990)  -0.905
C (2.365, -2.317, 0.909)  -0.108
C (-0.834, -3.663, 3.218)  -0.580
C (3.616, -0.360, 0.018)  -1.232
C (-2.343, 2.760, 1.445)  2.192
C (1.166, 3.035, 1.181)  3.099
C (1.081, -1.408, -3.837)  -0.758
C (5.475, -1.720, 5.421)  -0.362
C (-2.686, 4.261, 1.478)  -1.818
C (3.711, -0.181, 4.878)  0.026
C (-1.632, 1.838, -4.237)  -1.287
C (1.490, -0.041, -4.295)  3.535
C (1.169, 0.187, -5.769)  -1.706
C (-2.714, -3.706, -0.375)  -1.016
C (0.329, 3.398, -4.102)  -1.994
C (-1.864, 2.446, -1.052)  -0.628
C (-3.263, -3.078, 3.219)  -1.068
C (2.515, 3.221, 0.469)  -2.335
C (-1.656, -1.693, 2.117)  -0.633
C (2.420, -3.687, 1.231)  -1.081
C (-3.530, -1.753, -0.956)  0.294
C (2.973, 0.210, -4.010)  -1.375
C (-1.352, 2.562, 0.282)  0.815
C (-3.881, -2.973, -0.360)  -1.085
C (0.785, -3.565, -3.547)  -0.651
C (-5.841, -0.798, -0.807)  -2.170
C (-4.383, -0.333, -2.802)  -1.387
C (-1.006, 3.003, -3.466)  2.649
C (1.341, 1.837, 2.125)  -1.060
C (2.814, -1.245, 4.840)  0.708
C (4.578, -2.779, 5.379)  -0.729
C (1.426, -0.999, 4.560)  -0.280
C (0.336, 2.873, -1.244)  -0.167
C (0.057, 2.794, 0.152)  0.057
C (0.937, 4.336, 1.964)  -1.885
C (-4.413, -0.588, -1.298)  2.932
C (4.687, -1.852, 1.713)  -1.974
C (1.351, -2.661, -4.416)  -1.234
B (-0.323, -3.486, -1.235)  -0.991
H (5.118, -2.482, 0.931)  0.413
H (-4.854, -1.160, -3.339)  0.443
H (0.912, 0.662, -3.688)  -2.079
H (2.777, 2.354, -0.137)  0.159
H (-2.719, 2.496, 3.538)  0.631
H (1.790, 4.525, 2.621)  0.489
H (0.185, 3.600, -5.166)  0.493
H (5.403, -1.061, 1.944)  0.440
H (-1.541, 5.071, -3.041)  0.390
H (0.850, 5.178, 1.274)  0.335
H (-1.660, 1.256, 2.867)  -0.099
H (1.414, 1.208, -6.066)  0.341
H (-4.854, -3.297, -0.032)  0.577
H (3.596, -0.488, -4.574)  0.414
H (-1.043, -4.625, 2.743)  0.373
H (2.687, 0.074, -0.352)  -0.346
H (2.535, -3.362, 5.044)  0.457
H (4.563, -2.462, 2.608)  0.208
H (0.113, 0.011, -5.979)  0.361
H (-4.015, 0.296, -0.796)  -1.653
H (4.311, 0.447, 0.257)  0.513
H (-1.645, 2.055, -5.308)  0.639
H (0.044, 4.321, 2.581)  0.306
H (3.255, 1.225, -4.301)  0.428
H (0.724, 4.305, -3.639)  0.330
H (-2.663, 1.684, -3.920)  0.075
H (-3.372, -3.195, 4.299)  0.381
H (-3.531, -4.014, 2.722)  0.335
H (-2.514, -4.725, -0.084)  0.609
H (-6.461, 0.059, -1.072)  0.476
H (3.193, 0.080, -2.950)  -0.004
H (-4.344, 2.203, 2.015)  0.622
H (-2.930, 3.986, -3.165)  0.297
H (-4.151, 2.316, 0.275)  0.289
H (-5.882, -0.918, 0.278)  0.362
H (3.154, -4.203, 1.827)  0.534
H (-2.079, 4.496, -4.630)  0.445
H (4.918, -3.788, 5.573)  0.390
H (3.360, 0.823, 4.680)  0.462
H (-4.916, 0.587, -3.051)  0.405
H (-1.042, 2.871, 3.222)  0.288
H (-2.908, 2.348, -1.310)  0.503
H (4.040, -0.959, -0.791)  0.566
H (0.746, -4.642, -3.570)  0.457
H (0.115, -3.286, 2.847)  -0.179
H (2.159, 2.026, 2.829)  0.725
H (2.514, 4.105, -0.172)  0.488
H (1.596, 0.953, 1.538)  -0.607
H (0.451, 1.598, 2.697)  -0.559
H (3.298, 3.354, 1.219)  0.475
H (-6.282, -1.686, -1.265)  0.413
H (1.874, -2.872, -5.333)  0.521
H (-1.090, 0.903, -4.084)  -0.095
H (6.517, -1.906, 5.647)  0.397
H (1.307, 3.072, -1.665)  0.693
H (-1.803, 4.872, 1.660)  0.268
H (-3.115, 4.572, 0.523)  0.275
H (-3.357, -0.255, -3.155)  -0.011
H (1.084, 2.618, -4.008)  0.095
H (-3.479, 0.926, 1.157)  -0.047
H (2.972, -0.621, 2.047)  -1.040
H (1.026, -5.260, 0.460)  0.513
H (5.745, 0.397, 5.199)  0.427
H (1.753, -0.492, -6.395)  0.457
H (-0.772, -3.794, 4.300)  0.344
H (-3.934, -2.297, 2.873)  0.301
H (-3.415, 4.465, 2.268)  0.453
H (-0.416, -4.682, -1.357)  -0.214

Q) Formula: C45H68BN9Sn
Source: OMol25
Level of theory: ωB97M-V/def2-TZVPD

Summary:
Kohn-Sham gap, eV: 6.811
LUMO level, eV: 0.0

Last column: Mulliken charge in e.
Geometry (Å):
Sn (-0.400, 0.627, 0.752)  2.133
N (-1.115, 0.264, -1.777)  1.338
N (1.330, 2.441, -0.600)  -0.283
N (4.067, -1.567, 2.119)  0.199
N (0.249, -2.340, -0.679)  1.526
N (-2.259, -2.002, -0.040)  0.752
N (1.195, -1.420, -0.980)  -0.150
N (1.722, -0.818, 1.925)  -0.486
N (-2.574, -0.746, 0.336)  0.743
N (-1.336, -1.018, -2.133)  -0.280
C (4.123, -1.907, -2.635)  -1.844
C (-5.987, 0.246, 1.493)  -2.261
C (2.820, -1.173, 1.989)  -0.193
C (-1.656, -1.081, -3.434)  -0.685
C (-4.374, 1.462, -0.006)  -2.398
C (0.829, -3.522, -0.390)  -0.762
C (-3.408, 4.148, 1.995)  -2.673
C (2.696, 2.609, 2.655)  -2.151
C (1.479, 3.527, 2.897)  2.245
C (-1.486, 0.283, 5.875)  -1.774
C (-0.007, 2.901, -3.782)  -1.804
C (4.407, -2.978, 2.157)  -1.033
C (-1.311, 1.013, -2.858)  -0.844
C (-1.449, 4.552, 0.577)  -0.492
C (-3.260, -2.833, 0.296)  -0.949
C (-2.950, -0.696, 4.105)  -1.624
C (2.735, 4.179, -1.871)  -0.012
C (0.187, 1.423, 3.359)  -1.651
C (-1.135, 2.500, -2.829)  3.497
C (-1.534, -0.207, 4.417)  1.807
C (3.668, -1.384, -1.267)  1.201
C (-1.202, 3.060, 2.581)  -0.039
C (4.236, 6.020, -3.304)  -0.412
C (2.368, -2.034, -0.893)  -0.050
C (-1.966, 1.962, 3.030)  -0.922
C (1.672, 4.711, 1.943)  -1.778
C (-1.630, 5.547, 2.918)  -1.942
C (-2.428, 3.231, -3.193)  -1.666
C (2.189, -3.378, -0.513)  -1.492
C (5.151, -0.602, 2.059)  -0.762
C (2.547, 5.546, -1.660)  -0.083
C (1.959, 3.222, -1.158)  -0.121
C (0.177, 2.720, 2.779)  1.832
C (-4.264, -2.095, 0.887)  -1.043
C (-3.793, -0.772, 0.869)  -0.995
C (3.664, 3.739, -2.817)  0.009
C (4.408, 4.661, -3.530)  -0.796
C (-1.658, 0.198, -3.947)  -1.273
C (-1.127, 0.948, 3.525)  0.422
C (3.545, 0.134, -1.299)  -0.889
C (1.558, 4.058, 4.342)  -1.818
C (-4.516, 0.505, 1.185)  3.897
C (-1.880, 4.314, 2.034)  2.274
C (-0.565, -1.384, 4.248)  -1.604
C (3.300, 6.458, -2.377)  -0.823
B (-1.220, -2.214, -1.172)  -1.325
H (-1.498, -3.219, -1.766)  -0.184
H (2.604, 5.224, 2.191)  0.642
H (0.873, 5.440, 2.004)  0.162
H (-6.482, -0.214, 0.635)  0.452
H (-3.241, 2.935, -2.530)  0.241
H (0.183, 3.976, -3.732)  0.457
H (-2.283, 4.310, -3.105)  0.442
H (-3.322, 1.704, -0.165)  0.469
H (4.922, -3.217, 3.091)  0.374
H (-5.205, -2.461, 1.259)  0.548
H (-0.372, 4.665, 0.488)  -0.570
H (-1.739, 3.682, -0.019)  -0.338
H (-0.404, -1.587, 3.188)  -0.039
H (-3.208, -3.886, 0.075)  0.526
H (-1.872, 0.489, -4.961)  0.573
H (0.788, 4.812, 4.513)  0.306
H (-6.102, -0.413, 2.355)  0.382
H (4.829, 6.739, -3.854)  0.398
H (4.742, 0.402, 1.961)  0.102
H (1.391, 3.246, 5.049)  0.266
H (2.951, -4.129, -0.388)  0.704
H (-4.763, 1.002, -0.916)  0.532
H (1.060, 0.938, 3.766)  0.329
H (2.535, 4.506, 4.544)  0.483
H (-0.580, 5.791, 3.032)  0.299
H (2.816, 0.418, -2.059)  0.164
H (2.547, 2.021, 1.747)  0.249
H (-0.514, 0.727, 6.096)  0.287
H (0.910, 2.368, -3.530)  0.269
H (4.420, -1.674, -0.524)  -0.111
H (-3.039, 1.964, 3.132)  1.453
H (-4.045, 0.972, 2.053)  -1.450
H (1.814, 5.883, -0.938)  0.440
H (-3.682, 0.100, 4.256)  0.256
H (1.743, 4.358, 0.919)  -0.298
H (3.371, -1.664, -3.388)  0.358
H (-3.216, -1.525, 4.764)  0.555
H (-1.658, -0.543, 6.570)  0.444
H (2.856, 1.924, 3.488)  0.408
H (-4.928, 2.385, 0.175)  0.526
H (-3.687, 3.268, 1.419)  0.402
H (-6.492, 1.186, 1.715)  0.467
H (-2.138, 6.420, 2.501)  0.494
H (5.058, -3.229, 1.315)  0.322
H (-0.276, 2.649, -4.809)  0.422
H (-3.012, -1.038, 3.071)  0.137
H (-2.034, 5.362, 3.915)  0.329
H (3.784, 2.677, -2.982)  0.443
H (4.256, -2.989, -2.618)  0.424
H (-1.880, -2.018, -3.914)  0.475
H (0.229, -4.379, -0.130)  0.575
H (-1.937, 5.436, 0.156)  0.772
H (-2.250, 1.044, 6.045)  0.327
H (-3.854, 5.024, 1.518)  0.544
H (3.187, 0.517, -0.344)  -0.316
H (5.069, -1.448, -2.927)  0.465
H (3.154, 7.517, -2.217)  0.418
H (3.600, 3.212, 2.541)  0.585
H (5.756, -0.657, 2.966)  0.350
H (3.501, -3.573, 2.084)  0.314
H (-0.855, 2.769, -1.809)  -1.740
H (5.118, 4.318, -4.269)  0.419
H (0.402, -1.160, 4.701)  0.350
H (-2.719, 3.006, -4.220)  0.381
H (-3.827, 4.067, 2.998)  0.332
H (5.788, -0.804, 1.193)  0.310
H (4.510, 0.591, -1.532)  0.671
H (-0.963, -2.285, 4.721)  0.528

Most stable structure among those shown: P). Next: +123.5 kJ/mol.